C28H29F3IMnNO9S3 | the ωB97M-V functional and the def2-TZVPD basis

Cartesian coordinates (Å):
Mn1 0.1257 -0.0182 1.0543
O1 -1.6984 1.1944 0.3751
S1 -2.6247 2.3556 0.6705
C1 -4.3285 1.6967 0.6618
C2 -4.3717 0.1865 0.8812
C3 -4.2163 -0.5785 -0.4279
C4 -4.0610 -2.0866 -0.2500
S2 -2.3455 -2.5626 0.0760
O2 -1.7588 -1.4197 0.8712
C5 -1.8201 -2.4700 -1.6213
C6 -1.8068 -3.6657 -2.3220
C7 -1.4370 -3.6638 -3.6602
C8 -1.0790 -2.4732 -4.2754
C9 -1.0856 -1.2816 -3.5579
C10 -1.4532 -1.2721 -2.2202
C11 -2.5278 2.6699 2.4199
C12 -2.7435 3.9674 2.8550
C13 -2.6845 4.2409 4.2176
C14 -2.3999 3.2233 5.1188
C15 -2.1745 1.9278 4.6661
C16 -2.2401 1.6455 3.3105
H1 -4.7690 1.9807 -0.2978
H2 -4.8345 2.2524 1.4503
H3 -5.3249 -0.0831 1.3453
H4 -3.5833 -0.1059 1.5697
H5 -3.3533 -0.1963 -0.9677
H6 -5.0922 -0.3829 -1.0530
H7 -4.3215 -2.6388 -1.1526
H8 -4.6642 -2.4709 0.5782
H9 -2.0641 -4.5942 -1.8223
H10 -1.4057 -4.5948 -4.2123
H11 -0.7745 -2.4732 -5.3155
H12 -0.7842 -0.3577 -4.0373
H13 -1.4209 -0.3560 -1.6468
H14 -2.9347 4.7601 2.1382
H15 -2.8470 5.2514 4.5713
H16 -2.3406 3.4423 6.1781
H17 -1.9397 1.1384 5.3713
H18 -2.0553 0.6450 2.9411
F1 1.3751 4.5128 -0.5398
C17 0.9215 4.2278 0.6791
F2 -0.4145 4.3438 0.6635
F3 1.4079 5.1146 1.5407
S3 1.4397 2.5464 1.1552
O3 0.4723 2.0945 2.1750
O4 2.7927 2.7569 1.5758
O5 1.2113 1.7557 -0.0668
C18 4.9226 -2.2720 0.3500
N1 4.1483 -1.0964 0.7196
C19 4.6568 0.2077 0.3010
C20 2.9965 -1.2133 1.3615
O6 2.2933 -0.2618 1.7101
H19 5.9055 -2.2388 0.8198
H20 5.0494 -2.3058 -0.7313
H21 4.4039 -3.1743 0.6681
H22 5.6967 0.3040 0.6148
H23 4.0623 0.9952 0.7543
H24 4.6021 0.2889 -0.7875
H25 2.7022 -2.2511 1.5591
I1 5.6897 0.5610 -4.9000
C21 4.2307 -0.3422 -3.7207
C22 4.2929 -1.7103 -3.4859
C23 3.3444 -2.2948 -2.6534
C24 2.3543 -1.5269 -2.0510
C25 2.2896 -0.1679 -2.3257
C26 3.2258 0.4353 -3.1612
C27 1.4104 -2.1828 -1.0735
O7 1.2538 -3.4022 -1.1238
O8 0.8571 -1.3982 -0.2291
H26 5.0682 -2.3105 -3.9447
H27 3.3551 -3.3617 -2.4612
H28 1.5183 0.4376 -1.8575
H29 3.1791 1.4990 -3.3539
O9 0.4239 -0.5306 4.1755
C28 0.1020 -0.8724 3.1625

* largest force on an atom: 1.247 eV/A
* 2S+1: 6
* energy relative to the best compared isomer or geometry (same formula, charge and spin): 15.5 kcal/mol